No. 1
Computed, not measured: a structure of composition CClF3 in a non-equilibrium geometry, with ωB97M-V/def2-TZVPD.

XYZ file:
```
5
Properties=species:S:1:pos:R:3:forces:R:3:nbo_charge:R:1
C 0.04279 -0.12692 -0.00817 -3.823 3.475 -0.150 0.90
F -0.34229 -0.42351 -1.21982 0.544 -0.274 0.118 -0.27
F -0.87760 1.31255 0.18303 2.846 -3.403 -0.160 -0.46
F -0.52145 -0.90814 0.86205 0.444 -0.006 0.068 -0.27
Cl 1.69855 0.14602 0.18291 -0.010 0.208 0.124 0.10
```
Forces are in eV/Å.

Results
Energy above the lowest of the compared OMol25 structures with the same formula, charge and spin ... 134.47 kJ/mol
Charge ... 0
Largest force on an atom ... 5.17 eV/Å
Energy ... -21710.7624 eV
Kohn-Sham gap ... 13.275 eV

No. 2
Computed, not measured: a cluster of 2 separate species, C2H2N4S in total in a non-equilibrium geometry, with ωB97M-V/def2-TZVPD.

XYZ file:
```
9
Properties=species:S:1:pos:R:3:forces:R:3:nbo_charge:R:1
H -2.58419 -1.07018 -0.42013 -2.073 -1.428 -1.642 0.34
N -1.83290 -0.80512 0.11771 6.027 0.938 1.167 -0.37
N -0.78256 -1.29341 -0.45736 -5.321 -0.640 -1.415 0.02
N 0.39505 -0.97257 -0.10130 3.278 0.721 1.664 -0.33
C 1.58493 -1.15085 -0.30901 0.437 0.828 0.027 0.27
S 3.18393 -1.06946 -0.44635 -2.312 -0.362 0.199 0.08
C 0.03109 2.13000 0.59721 -4.993 -3.429 1.797 0.06
N 0.86125 2.72001 0.15002 3.663 2.554 -1.670 -0.32
H -0.85659 1.51159 0.86922 1.294 0.817 -0.126 0.25
```
Forces are in eV/Å.

Results
Structure (SMILES) ... [H]/N=N/N=C=S.C#N
Energy above the lowest of the compared OMol25 structures with the same formula, charge and spin ... 196.02 kJ/mol
Charge ... 0
Largest force on an atom ... 6.32 eV/Å
Energy ... -18897.8472 eV
Kohn-Sham gap ... 8.262 eV

No. 3
Computed, not measured: a cluster of 5 separate species, C13H36F3N3O5 in total in a non-equilibrium geometry, with ωB97M-V/def2-TZVPD.

XYZ file:
```
60
Properties=species:S:1:pos:R:3:forces:R:3:nbo_charge:R:1
N -0.23203 -1.46666 -1.22567 -0.169 -0.880 -0.808 -0.96
H -0.63873 -2.38906 -1.28805 -0.602 -0.158 0.465 0.42
H -0.46779 -0.85144 -0.46015 -0.655 0.431 2.382 0.48
H -0.49167 -0.90851 -2.02640 -0.374 0.486 -1.245 0.44
H 0.76982 -1.58861 -1.26486 0.956 0.446 0.348 0.43
C -0.23129 1.02188 1.71705 -1.490 -3.331 -0.798 0.30
O -0.90144 1.34781 2.91434 1.487 0.575 -0.494 -0.54
O -0.98329 -0.03147 1.16267 1.182 2.375 -1.474 -0.94
C 0.21061 2.35463 0.96148 -1.266 -0.552 0.814 0.91
F -0.75795 3.29368 0.84197 -0.029 -0.440 -0.434 -0.34
F 1.18032 2.95330 1.65380 0.687 0.301 0.819 -0.34
F 0.76299 2.14507 -0.23941 -0.304 -0.383 -0.841 -0.35
C -0.04566 1.58707 4.01844 -2.723 -0.003 1.174 -0.06
C -1.09352 1.45384 5.18066 1.673 0.649 0.418 -0.61
H -0.55108 1.70485 6.09217 -0.171 0.154 0.381 0.19
H -1.92287 2.15258 5.07099 0.119 -0.057 -0.191 0.21
H -1.47944 0.44696 5.33995 0.104 -0.032 -0.532 0.21
H 0.39413 2.58235 3.95441 0.001 0.134 0.270 0.17
H 0.76007 0.87173 4.18333 0.028 -0.381 -0.467 0.16
H 0.71452 0.51815 1.91652 0.944 0.619 0.550 0.11
C -2.87321 -3.51125 -1.43690 -0.510 0.811 0.288 -0.27
O -1.55656 -3.99217 -1.64350 -0.094 -0.793 0.000 -0.75
H -2.84661 -2.82062 -0.59404 -0.051 0.262 -0.109 0.20
H -3.19985 -2.99342 -2.33871 -0.146 0.042 0.068 0.17
H -3.63118 -4.24636 -1.16633 0.318 -0.412 -0.183 0.18
H -1.60715 -4.95050 -1.66873 0.336 -0.011 -0.048 0.49
C -3.10611 0.24464 -2.21677 -0.275 1.914 -0.455 -0.63
C -2.18110 0.98506 -3.20123 -0.746 0.144 0.893 -0.06
C -1.73201 2.37397 -2.64913 0.300 -0.021 0.303 -0.07
O -0.79365 3.03111 -3.50323 -0.337 -1.087 -1.294 -0.56
C -0.18054 4.15955 -2.97776 0.782 0.562 1.420 -0.25
N -1.01979 0.12953 -3.38708 0.410 0.652 -0.357 -0.85
H -4.05209 0.78509 -2.25038 -0.287 -0.121 0.242 0.21
H -2.69743 0.38825 -1.21653 -0.043 -0.801 0.217 0.25
H -3.31437 -0.76522 -2.57019 0.327 -0.048 0.375 0.20
H -2.73232 1.04281 -4.13981 0.067 0.650 -0.215 0.17
H -1.26276 2.24619 -1.67364 0.172 -0.476 0.159 0.19
H -2.54594 3.06428 -2.42758 -0.545 -0.152 -0.368 0.18
H 0.38189 4.77916 -3.67623 -0.802 -0.193 -0.837 0.19
H 0.63269 3.92658 -2.29039 -0.066 -0.587 0.518 0.17
H -0.87819 4.76194 -2.39595 -0.186 0.284 -0.180 0.17
H -0.34429 0.77774 -3.76605 0.730 -0.317 -0.438 0.38
H -1.28497 -0.53004 -4.10453 0.379 -0.185 -0.266 0.36
C 3.55077 0.11401 0.55280 -0.834 -0.950 0.274 -0.62
C 3.15684 -1.32841 0.17171 0.959 0.068 1.025 -0.06
C 2.37871 -2.16635 1.18887 -0.399 0.583 -0.278 -0.08
O 3.19805 -2.50619 2.28197 -0.231 0.737 0.793 -0.55
C 2.37558 -2.69568 3.43581 0.719 -0.817 0.114 -0.25
N 2.44596 -1.25080 -1.09041 1.222 -0.619 -0.945 -0.84
H 4.34007 0.48252 -0.10241 0.293 -0.210 0.189 0.20
H 3.84704 0.08165 1.60126 0.093 0.573 -0.081 0.23
H 2.69602 0.76023 0.35301 -0.082 0.109 0.525 0.22
H 4.09526 -1.88031 0.11819 0.300 -0.113 -0.512 0.17
H 2.03086 -3.11376 0.77713 0.013 -0.179 -0.726 0.16
H 1.45643 -1.65666 1.46766 -0.079 0.387 0.381 0.20
H 2.90632 -3.31536 4.15860 0.257 -0.216 -0.242 0.19
H 1.49729 -3.25441 3.11251 -0.363 0.244 0.381 0.17
H 2.16158 -1.79124 4.00528 -0.382 0.370 -0.566 0.18
H 2.91938 -0.52537 -1.60977 -0.328 0.691 -0.153 0.37
H 2.77388 -2.03844 -1.63096 -0.289 -0.726 -0.250 0.36
```
Forces are in eV/Å.

Results
Energy above the lowest of the compared OMol25 structures with the same formula, charge and spin ... 0.00 kJ/mol
Charge ... 0
Largest force on an atom ... 3.74 eV/Å
Energy ... -36921.7607 eV
Kohn-Sham gap ... 7.252 eV

No. 4
Computed, not measured: an isolated molecule of C4H5NO in a non-equilibrium geometry, with ωB97M-V/def2-TZVPD.

XYZ file:
```
11
Properties=species:S:1:pos:R:3:forces:R:3:nbo_charge:R:1
C -0.72501 -1.06432 0.31039 -1.492 0.998 0.536 -0.58
C -0.15962 -1.63965 -0.70441 1.183 -2.211 -1.448 0.73
C -0.08968 0.17700 0.79442 0.928 1.146 -0.513 -0.36
C 0.49717 1.11419 -0.41645 -4.614 1.013 1.869 -0.40
N 1.64418 0.82292 -0.93065 2.367 -0.717 -1.071 -0.12
O 0.46333 -2.21542 -1.51662 -1.068 0.968 0.912 -0.44
H -1.73918 -1.20725 0.66215 0.109 -0.713 -0.447 0.27
H -0.70200 0.88653 1.38907 -0.008 -0.999 -0.341 0.22
H 0.78227 -0.08844 1.34060 0.773 0.111 0.894 0.22
H -0.40346 1.17922 -1.13819 1.159 0.007 0.394 0.22
H 0.43199 2.03522 0.20970 0.664 0.395 -0.784 0.24
```
Forces are in eV/Å.

Results
Energy above the lowest of the compared OMol25 structures with the same formula, charge and spin ... 529.43 kJ/mol
Charge ... 0
Largest force on an atom ... 5.08 eV/Å
Energy ... -7761.0393 eV
Kohn-Sham gap (spin up / spin down) ... 8.193 / 8.006 eV

> The lowest energy belongs to which entry?

C13H36F3N3O5

> Which value of energy does entry 1 give?

-21710.7624 eV